Entry 1:
60
Properties=species:S:1:pos:R:3 method="wB97M-V/def2-TZVPD" total_charge=+1 gap_ev="6.4 / 4.3" s_squared=12.16 relative_energy_ev=0.000 spin_multiplicity=7
O 2.514 2.491 -1.189
H 3.299 3.073 -0.463
Eu 0.562 0.828 -1.632
N -1.381 2.286 -1.626
N -0.345 2.192 0.623
N 1.467 -1.546 -1.974
N 1.581 -0.490 0.320
O -1.426 2.355 -2.909
O 1.509 -1.962 -3.210
O 1.801 0.109 1.532
O 0.154 2.001 1.806
C -1.179 3.261 0.461
C -1.716 3.360 -0.852
C 1.838 -2.409 -1.001
C 1.921 -1.799 0.294
C -2.488 4.519 -1.351
H -1.861 5.423 -1.401
H -3.328 4.742 -0.676
H -2.869 4.288 -2.351
C -1.442 4.288 1.500
H -0.934 5.229 1.234
H -1.094 3.950 2.482
H -2.521 4.491 1.549
C 2.077 -3.861 -1.204
C 2.314 -2.590 1.493
H 2.015 -4.094 -2.269
H 1.324 -4.455 -0.661
H 3.067 -4.144 -0.821
H 2.475 -1.929 2.348
H 3.229 -3.159 1.289
H 1.538 -3.319 1.761
H 1.397 -0.507 -3.833
H 1.141 0.924 1.577
C 4.243 3.767 0.063
H 4.486 4.574 -0.629
H 5.086 3.085 0.194
H 3.878 4.154 1.018
O 1.162 0.497 -3.763
H 2.702 2.890 -2.058
H 0.665 0.771 -4.554
C -2.566 -2.082 -1.582
P -1.608 -1.025 -0.434
C -2.971 0.020 0.200
C -1.362 -2.148 0.989
C -1.071 -1.576 2.240
C -0.847 -2.382 3.354
C -0.873 -3.776 3.229
C -1.118 -4.352 1.979
C -1.359 -3.548 0.862
H -2.898 -1.458 -2.428
H -3.441 -2.504 -1.065
H -1.930 -2.887 -1.976
H -3.879 -0.589 0.294
H -2.702 0.440 1.174
H -3.137 0.850 -0.498
H -1.026 -0.488 2.349
H -0.660 -1.913 4.324
H -0.711 -4.408 4.106
H -1.140 -5.440 1.869
H -1.564 -4.017 -0.104



Entry 2:
59
Properties=species:S:1:pos:R:3 method="wB97M-V/def2-TZVPD" total_charge=-2 gap_ev=5.0 relative_energy_ev=0.858
Mg -0.873 -1.065 -0.102
S -4.220 -0.213 0.746
S -3.878 -1.710 2.102
S -2.462 -3.062 1.388
S -0.558 -2.791 2.054
N -0.965 0.580 1.862
C -0.748 0.539 3.219
C -1.810 0.589 4.131
C -1.577 0.489 5.490
C -0.287 0.341 5.988
C 0.774 0.328 5.093
C 0.552 0.437 3.732
H -1.930 0.723 1.535
H -0.224 0.959 1.290
H -2.819 0.684 3.757
H -2.418 0.530 6.174
H -0.115 0.229 7.053
H 1.789 0.224 5.462
H 1.387 0.421 3.040
N -3.819 -1.220 -3.058
N -4.023 -2.130 -1.954
H -3.092 -0.548 -2.823
H -4.677 -0.692 -3.147
H -4.184 -1.599 -1.097
H -3.136 -2.602 -1.809
C -1.041 2.566 -3.562
C -1.278 2.923 -2.242
C -1.241 1.960 -1.236
C -0.955 0.604 -1.476
C -0.708 0.295 -2.826
C -0.757 1.237 -3.851
H -1.086 3.308 -4.353
H -1.492 3.960 -1.995
H -1.453 2.294 -0.222
H -0.461 -0.733 -3.079
H -0.584 0.936 -4.881
C 3.517 -0.434 -1.633
C 3.191 0.732 -0.689
C 3.280 2.050 -1.453
C 4.179 0.742 0.482
N 1.832 0.664 -0.142
N 1.377 -0.607 0.284
H 4.452 -0.247 -2.166
H 2.711 -0.556 -2.361
H 3.618 -1.365 -1.074
H 4.305 2.229 -1.787
H 2.969 2.878 -0.814
H 2.624 2.027 -2.327
H 5.208 0.842 0.127
H 4.098 -0.188 1.050
H 3.949 1.574 1.148
H 1.160 0.962 -0.845
H 1.809 -0.900 1.148
H 1.440 -1.354 -0.415
C -0.272 -3.588 -1.793
O -0.332 -2.332 -1.256
H -0.259 -4.378 -1.019
H 0.643 -3.735 -2.405
H -1.128 -3.809 -2.460



For each record above, in turn, the calculated E_tot values are -2387.9957, -2808.3135 a.u..